Entry P
The following is a DFT calculation (ωB97M-V with the def2-TZVPD basis set) of a single C5H6OS2 molecule.

Its molar mass is 146.24 g/mol. The calculation puts the HOMO-LUMO gap at 7.76 eV. As for the HOMO energy: -8.89 eV. The calculation puts the LUMO energy at -1.1 eV.

Bonds (Å) are listed after each position.
Atoms and positions in Å:
1 C -0.2747 2.4925 -0.0017  C2 1.509, H9 1.109, H10 1.175, H11 1.160
2 C 0.0534 1.0203 0.0424  C1 1.509, C3 1.373, O6 1.387
3 C -0.8924 0.0363 -0.1028  C2 1.373, C4 1.411, H12 1.097
4 C -2.2896 0.1513 0.0588  C3 1.411, S5 1.634, H13 1.118
5 S -3.2788 -1.1465 -0.0265  C4 1.634
6 O 1.4109 0.7769 -0.0999  C2 1.387, C7 1.330
7 C 1.8959 -0.4088 0.2561  O6 1.330, S8 1.573, H14 1.112
8 S 3.3330 -0.9621 -0.0650  C7 1.573
9 H 0.3824 2.8960 -0.7988  C1 1.109
10 H -1.3642 2.7017 -0.3900  C1 1.175
11 H -0.1574 2.9619 1.0531  C1 1.160
12 H -0.5004 -0.9663 -0.3140  C3 1.097
13 H -2.6768 1.1741 0.2906  C4 1.118
14 H 1.2075 -0.9934 0.9050  C7 1.112

Entry Q
The following is a DFT calculation (ωB97M-V with the def2-TZVPD basis set) of a single C5H6OS2 molecule.

Its molar mass is 146.24 g/mol. The calculation puts the HOMO-LUMO gap at 7.31 eV. As for the HOMO energy: -9.20 eV. The calculation puts the LUMO energy at -1.9 eV.

Bonds (Å) are listed after each position.
Atoms and positions in Å:
1 O 0.1518 -2.5337 0.4657  C2 1.271
2 C 0.2119 -1.2644 0.4433  O1 1.271, C3 1.572, C7 1.464
3 C 1.3513 -0.3317 -0.1080  C2 1.572, S4 1.747, C5 1.503
4 S 2.9787 -0.8553 -0.4690  C3 1.747
5 C 0.6392 0.9339 -0.4946  C3 1.503, C6 1.545, H9 1.248, H10 1.193
6 C -0.4504 1.0148 0.5974  C5 1.545, C7 1.589, H11 1.108, H12 1.192
7 C -1.0131 -0.4702 0.5477  C2 1.464, C6 1.589, S8 1.824, H13 1.089
8 S -2.0267 -0.9643 -0.8864  C7 1.824, H14 1.534
9 H 0.1594 0.5972 -1.5964  C5 1.248
10 H 1.4205 1.8147 -0.6876  C5 1.193
11 H -1.1793 1.8484 0.6369  C6 1.108
12 H 0.1404 1.0707 1.6312  C6 1.192
13 H -1.5849 -0.5279 1.4726  C7 1.089
14 H -0.7987 -0.3322 -1.5528  S8 1.534

Relative energies in kcal/mol: entry P 0.0; entry Q 29.4

Entry P
The following is a DFT calculation (ωB97M-V with the def2-TZVPD basis set) of 2 unconnected molecules or ions with the total composition C5H6OS2.

Its molar mass is 146.24 g/mol. The calculation puts the HOMO-LUMO gap at 7.82 eV. As for the HOMO energy: -8.81 eV. The calculation puts the LUMO energy at -1.0 eV.

Bonds (Å) are listed after each position.
Atoms and positions in Å:
1 C -1.1540 -0.4009 0.9268  C2 1.565, H6 1.109, H7 1.207, H8 1.139
2 C -0.2441 0.0614 -0.2595  C1 1.565, C4 1.590, C5 1.524, O12 1.484
3 C 1.7702 -0.4614 0.1862  C4 1.472, H9 1.100, H10 1.225, O12 1.416
4 C 1.0037 0.7731 0.4214  C2 1.590, C3 1.472, S13 1.647
5 C -0.8419 0.3488 -1.6318  C2 1.524, S14 1.681
6 H -0.5159 -0.8355 1.7230  C1 1.109
7 H -1.9428 0.4325 1.2998  C1 1.207
8 H -1.9367 -1.0182 0.3748  C1 1.139
9 H 2.1782 -1.0745 1.0027  C3 1.100
10 H 2.5060 0.0872 -0.6256  C3 1.225
11 H -1.0172 -0.7362 -2.7976  no bonds
12 O 0.6598 -1.1055 -0.4122  C2 1.484, C3 1.416
13 S 1.1756 2.1020 1.3797  C4 1.647
14 S -1.6410 1.8270 -1.5877  C5 1.681

Entry Q
The following is a DFT calculation (ωB97M-V with the def2-TZVPD basis set) of a single C5H6OS2 molecule.

Its molar mass is 146.24 g/mol. The calculation puts the HOMO-LUMO gap at 7.73 eV. As for the HOMO energy: -9.05 eV. The calculation puts the LUMO energy at -1.3 eV.

Bonds (Å) are listed after each position.
Atoms and positions in Å:
1 O -3.3113 -0.1972 -0.6111  C2 1.200
2 C -2.1752 0.1292 -0.4046  O1 1.200, S3 1.761, C4 1.523
3 S -1.6961 1.7986 -0.1161  C2 1.761, H9 1.310
4 C -1.0897 -0.9228 -0.2215  C2 1.523, C5 1.451, H10 1.097, H11 1.104
5 C 0.2881 -0.4807 -0.3332  C4 1.451, C6 1.349, H12 1.062
6 C 1.0930 -0.1775 0.7059  C5 1.349, C7 1.429, H13 1.103
7 C 2.3569 0.4680 0.5354  C6 1.429, S8 1.640, H14 1.087
8 S 3.2440 0.5869 -0.8384  C7 1.640
9 H -0.4224 1.5890 -0.3389  S3 1.310
10 H -1.2433 -1.4574 0.7236  C4 1.097
11 H -1.2891 -1.6263 -1.0489  C4 1.104
12 H 0.6514 -0.1846 -1.2860  C5 1.062
13 H 0.7994 -0.3212 1.7593  C6 1.103
14 H 2.7940 0.7959 1.4745  C7 1.087

Entry R
The following is a DFT calculation (ωB97M-V with the def2-TZVPD basis set) of a single C5H6OS2 molecule.

Its molar mass is 146.24 g/mol. The calculation puts the HOMO-LUMO gap at 9.20 eV. As for the HOMO energy: -8.58 eV. The calculation puts the LUMO energy at 0.6 eV.

Bonds (Å) are listed after each position.
Atoms and positions in Å:
1 C 0.3486 -1.0123 -0.1886  C2 1.541, C3 1.462, H7 1.041, S13 1.853, S14 2.179
2 C -0.4675 -0.0728 -1.0975  C1 1.541, C5 1.491, H8 1.156, S14 1.964
3 C -0.3364 -0.4903 0.9922  C1 1.462, C4 1.583, H9 1.192, S14 1.820
4 C -0.3782 1.0758 0.7640  C3 1.583, C5 1.456, H10 1.155, O12 1.343
5 C -0.5138 1.3520 -0.6590  C2 1.491, C4 1.456, H11 1.231, O12 1.478
6 H 2.5297 -1.8358 -0.0347  S13 1.303
7 H 0.2852 -2.0351 -0.3726  C1 1.041
8 H -0.7966 -0.3447 -2.1714  C2 1.156
9 H 0.0076 -0.7742 2.0975  C3 1.192
10 H -0.8036 1.7254 1.6192  C4 1.155
11 H -0.9315 2.4389 -1.0582  C5 1.231
12 O 0.7262 1.5036 0.1311  C4 1.343, C5 1.478
13 S 2.1479 -0.5904 -0.0573  C1 1.853, H6 1.303
14 S -1.8175 -0.9403 0.0352  C1 2.179, C2 1.964, C3 1.820

Relative energies in kcal/mol: entry P 108.7; entry Q 0.0; entry R 72.6

Entry P
The following is a DFT calculation (ωB97M-V with the def2-TZVPD basis set) of a single C4H5NOS molecule.

Its molar mass is 115.16 g/mol. The calculation puts the HOMO-LUMO gap at 8.15 eV. As for the HOMO energy: -7.64 eV. The calculation puts the LUMO energy at 0.5 eV.

Bonds (Å) are listed after each position.
Atoms and positions in Å:
1 C 0.6811 0.9047 0.8613  C2 1.474, N5 1.273, H8 1.143
2 C 0.6173 0.5861 -0.5768  C1 1.474, C4 1.586, S7 1.940, H9 1.116
3 C -0.2193 -0.8619 2.2140  N5 1.172, H10 1.108
4 C -0.7883 0.0583 -1.0889  C2 1.586, S7 1.818, H11 1.074, H12 1.222
5 N 0.0356 0.1234 1.6320  C1 1.273, C3 1.172
6 O 0.8426 -1.6420 -2.2017  S7 1.480
7 S 0.3693 -1.3204 -0.8362  C2 1.940, C4 1.818, O6 1.480
8 H 1.1053 1.8562 1.3323  C1 1.143
9 H 1.2021 0.9655 -1.4481  C2 1.116
10 H -1.1941 -1.1922 2.6231  C3 1.108
11 H -0.8977 0.2502 -2.1396  C4 1.074
12 H -1.7537 0.2721 -0.3715  C4 1.222

Entry Q
The following is a DFT calculation (ωB97M-V with the def2-TZVPD basis set) of 2 unconnected molecules or ions with the total composition C4H5NOS.

Its molar mass is 115.16 g/mol. The calculation puts the HOMO-LUMO gap at 7.30 eV. As for the HOMO energy: -6.91 eV. The calculation puts the LUMO energy at 0.4 eV.

Bonds (Å) are listed after each position.
Atoms and positions in Å:
1 O 1.9280 -1.4085 -0.0364  C2 1.252, H5 1.038
2 C 2.2098 -0.2094 -0.2589  O1 1.252, C3 1.310, S4 1.982
3 C 2.8644 0.8841 -0.5611  C2 1.310, S4 1.840, H6 0.984
4 S 1.1990 1.4835 -0.0600  C2 1.982, C3 1.840
5 H 0.8933 -1.4749 -0.0799  O1 1.038
6 H 3.6855 1.4011 -0.7271  C3 0.984
7 C -2.6239 0.1180 0.4452  C8 1.482, H10 1.115, H11 1.069, H12 1.120
8 C -1.3590 -0.5841 0.1255  C7 1.482, N9 1.152
9 N -0.4115 -1.0105 -0.3712  C8 1.152
10 H -3.0398 0.5493 -0.4950  C7 1.115
11 H -3.1057 -0.7019 0.9332  C7 1.069
12 H -2.2400 0.9532 1.0857  C7 1.120

Relative energies in kcal/mol: entry P 24.4; entry Q 0.0